<w>
Formula: C3H3N3O
Source: OMol25
Level of theory: the ωB97M-V functional and the def2-TZVPD basis

Its structure (SMILES) is N=C=CC=O.N#N. As for the LUMO energy: 0.52 eV. As for the HOMO energy: -0.3555 Ha.

```
! RIJCOSX wB97M-V def2-TZVPD def2/J DEFGRID3
* xyz 0 1
N 2.029 -0.193 0.511
C 0.960 -0.654 0.174
C -0.211 -1.218 -0.093
C -1.449 -0.602 0.395
O -1.512 0.453 0.994
H 2.442 0.539 -0.064
H -0.239 -2.130 -0.679
H -2.364 -1.184 0.167
N 0.686 2.304 -0.761
N -0.342 2.684 -0.643
*
```

These are the natural (NBO) partial charges, in e, on atoms 1 to 2: -0.596, 0.533


<x>
Formula: C3H3N3O
Source: OMol25
Level of theory: the ωB97M-V functional and the def2-TZVPD basis

Its structure (SMILES) is Oc1cnncn1. As for the LUMO energy (alpha / beta): -0.59 / -0.60 eV. As for the HOMO energy (alpha / beta): -0.3535 / -0.3535 Ha.

```
! RIJCOSX wB97M-V def2-TZVPD def2/J DEFGRID3
* xyz 0 1
O 1.745 -0.500 0.571
C 0.926 -0.035 -0.396
C 0.406 1.297 -0.249
N -0.708 1.194 0.428
N -1.369 0.066 0.634
C -1.103 -0.873 -0.292
N 0.087 -0.924 -0.861
H 1.031 -0.845 1.164
H 0.822 2.263 -0.505
H -1.836 -1.642 -0.495
*
```

These are the natural (NBO) partial charges, in e, on atoms 1 to 2: -0.653, 0.571


Which of them is the most stable? Correct choice: <w>.